# 1
ORCA calculation (the ωB97M-V functional and the def2-TZVPD basis) on a cluster of 4 separate species, H6IO3 in total at a distorted geometry.

Computed properties:
**Kohn-Sham gap**: 7.881 eV
**E**: -14343.7355 eV
**Relative energy (zero: lowest compared OMol25 entry of this formula, charge and spin)**: 5.7 kcal per mole
**Charge**: -1
**Lowest unoccupied orbital energy**: 0.1289 Eh

```
10
H6IO3, DFT the ωB97M-V functional and the def2-TZVPD basis
I 0.217 -0.215 -1.787
O 0.897 -1.621 1.508
H 1.325 -0.724 1.554
H 0.700 -1.782 0.575
O -3.204 0.315 -1.253
H -3.480 1.039 -1.807
H -2.260 0.118 -1.456
O 1.737 0.997 1.181
H 1.400 0.843 0.344
H 2.666 1.028 1.138
```

=====

# 2
ORCA calculation (the ωB97M-V functional and the def2-TZVPD basis) on a structure of composition C37H45BrF10N3O2SiTc at a distorted geometry.

Computed properties:
**Kohn-Sham gap (alpha / beta)**: 7.128 / 7.113 eV
**E**: -154953.0606 eV
**⟨S²⟩**: 0.7571
**Charge**: +1
**Multiplicity**: 2
**Lowest unoccupied orbital energy (alpha / beta)**: -0.1365 / -0.1530 Eh

```
100
C37H45BrF10N3O2SiTc, DFT the ωB97M-V functional and the def2-TZVPD basis
Tc -1.642 -0.751 1.812
C -2.164 2.296 1.882
N -1.454 1.360 2.767
C 0.003 1.648 2.863
C 0.744 0.816 1.855
N 0.232 -0.539 1.912
C 1.099 -1.623 2.105
C 2.106 -1.647 3.059
F 2.290 -0.581 3.853
C 2.896 -2.763 3.259
F 3.821 -2.761 4.209
C 2.704 -3.891 2.479
F 3.457 -4.964 2.663
C 1.701 -3.900 1.523
F 1.497 -4.980 0.781
C 0.917 -2.780 1.357
F -0.080 -2.809 0.453
C -2.096 1.160 4.083
C -1.640 -0.152 4.654
N -1.959 -1.161 3.667
C -2.851 -2.195 4.005
C -2.631 -3.466 3.488
F -1.547 -3.663 2.717
C -3.497 -4.520 3.692
F -3.249 -5.708 3.158
C -4.637 -4.320 4.452
F -5.493 -5.310 4.646
C -4.888 -3.068 4.985
F -5.995 -2.856 5.687
C -4.009 -2.027 4.753
F -4.342 -0.809 5.205
H -2.158 3.306 2.299
H -3.195 1.969 1.756
H -1.682 2.306 0.907
H 0.350 1.438 3.872
H 0.193 2.705 2.657
H 1.821 0.869 2.004
H 0.531 1.201 0.853
H -3.175 1.140 3.931
H -1.860 1.980 4.771
H -2.100 -0.334 5.622
H -0.555 -0.151 4.805
C -6.085 -0.976 1.353
C -4.677 -0.616 0.987
O -3.775 -1.112 1.689
C -4.404 0.253 -0.139
C -5.460 0.861 -0.847
C -5.222 1.626 -1.960
C -3.906 1.777 -2.416
C -2.852 1.203 -1.741
C -3.082 0.470 -0.575
O -2.027 0.014 0.093
H -6.069 -1.766 2.099
H -6.650 -1.307 0.483
H -6.592 -0.104 1.773
H -6.477 0.735 -0.500
H -6.040 2.094 -2.488
H -3.712 2.357 -3.309
H -1.829 1.299 -2.084
C 3.907 -1.295 -1.399
C 3.794 -0.625 -2.779
C 3.332 -1.709 -3.763
C 5.191 -0.137 -3.208
Si 2.562 0.845 -2.784
Br 0.738 -0.001 -1.678
C 1.849 1.320 -4.493
C 0.946 0.228 -5.090
C 2.998 1.607 -5.478
C 0.979 2.581 -4.367
C 3.096 2.351 -1.714
C 4.033 3.279 -2.510
C 3.852 1.872 -0.464
C 1.904 3.188 -1.220
H 4.528 -2.193 -1.500
H 2.935 -1.611 -1.017
H 4.380 -0.657 -0.655
H 4.014 -2.563 -3.697
H 3.350 -1.362 -4.796
H 2.328 -2.071 -3.529
H 5.895 -0.975 -3.180
H 5.581 0.638 -2.546
H 5.190 0.259 -4.225
H 1.448 -0.726 -5.220
H 0.611 0.558 -6.080
H 0.059 0.062 -4.478
H 3.532 0.695 -5.750
H 3.725 2.317 -5.079
H 2.592 2.037 -6.399
H 0.191 2.456 -3.620
H 0.496 2.775 -5.330
H 1.562 3.466 -4.113
H 4.896 2.748 -2.918
H 4.414 4.064 -1.848
H 3.519 3.772 -3.335
H 4.806 1.408 -0.710
H 3.260 1.161 0.119
H 4.066 2.735 0.175
H 1.412 3.730 -2.024
H 2.270 3.929 -0.500
H 1.154 2.577 -0.718
```